(1)
This record from OMol25 describes one molecule with the formula C5H9OP in a non-equilibrium geometry. The level of theory is the ωB97M-V functional and the def2-TZVPD basis.

Last column: Mulliken charge in e.
Atoms and positions in Å:
C1 -0.61 -0.78 -0.10  -0.900
C2 -0.89 -0.49 1.29  -0.109
C3 1.77 0.01 0.16  -0.753
C4 0.44 0.15 -0.61  1.068
C5 0.07 1.45 -1.26  -1.285
O1 1.55 -0.49 -1.15  -0.523
P1 -1.87 -1.16 2.41  -0.156
H1 -0.15 -1.74 -0.05  0.402
H2 -1.56 -0.78 -0.70  0.379
H3 -0.38 0.50 1.58  0.216
H4 1.92 -0.76 0.92  0.289
H5 2.27 0.89 0.13  0.366
H6 -0.85 1.69 -0.83  0.402
H7 -0.06 1.35 -2.35  0.280
H8 0.70 2.30 -1.00  0.351
H9 -2.36 -2.12 1.56  -0.027

As for the highest occupied orbital energy: -9.44 eV. The calculation puts the gap between HOMO and LUMO at 9.82 eV. The calculation puts the total energy at -612.38967 Eh. As for the maximum force: 0.0759 hartree/bohr. The energy relative to the best compared isomer or geometry (same formula, charge and spin) is 2.918 eV. Its lowest unoccupied orbital energy is 0.38 eV. As for the SMILES: [H]/P=C\C[C@@]1(C)CO1. Its molar mass is 116.10 g/mol.


(2)
This record from OMol25 describes a 8-piece molecular cluster, H15O8 overall in a non-equilibrium geometry. The level of theory is the ωB97M-V functional and the def2-TZVPD basis.

Last column: Mulliken charge in e.
Atoms and positions in Å:
O1 -0.04 0.43 0.10  -0.727
H1 -0.29 0.61 -0.75  0.173
O2 1.02 -1.38 -3.03  -0.699
H2 0.63 -0.93 -3.75  0.289
H3 1.58 -0.72 -2.63  0.408
O3 -0.22 2.75 1.48  -0.693
H4 0.60 3.20 1.48  0.287
H5 -0.02 1.93 0.91  0.389
O4 1.61 -0.76 1.87  -0.755
H6 0.83 -1.14 2.08  0.513
H7 1.15 -0.33 1.02  0.170
O5 2.33 0.57 -1.53  -0.786
H8 1.74 0.64 -0.78  0.255
H9 1.99 1.41 -1.98  0.339
O6 -2.69 0.39 0.60  -0.608
H10 -2.93 1.17 0.97  0.304
H11 -1.80 0.40 0.52  0.249
O7 -0.87 -1.76 -0.98  -0.801
H12 -0.28 -1.74 -1.79  0.415
H13 -0.57 -0.95 -0.51  0.390
O8 -1.02 -1.30 2.56  -0.735
H14 -1.69 -1.87 2.27  0.349
H15 -1.08 -0.63 1.86  0.274

As for the charge: -1. As for the highest occupied orbital energy: -6.29 eV. The calculation puts the gap between HOMO and LUMO at 9.38 eV. The calculation puts the total energy at -610.95102 Eh. As for the maximum force: 0.1182 hartree/bohr. The energy relative to the best compared isomer or geometry (same formula, charge and spin) is 2.303 eV. Its lowest unoccupied orbital energy is 3.10 eV. Its molar mass is 143.11 g/mol.


(3)
This record from OMol25 describes one molecule with the formula C11H21N3O3 in a non-equilibrium geometry. The level of theory is the ωB97M-V functional and the def2-TZVPD basis.

Last column: Mulliken charge in e.
Atoms and positions in Å:
C1 0.90 0.17 -0.34  0.220
C2 -0.60 0.18 -0.49  0.056
C3 1.41 1.39 0.48  -0.889
C4 2.91 1.38 0.63  -0.494
C5 3.38 2.54 1.52  -0.317
C6 4.87 2.63 1.53  -0.746
C7 -2.69 -1.04 -0.93  0.120
C8 -3.38 -0.64 0.43  0.226
C9 -3.02 -2.51 -1.27  -0.895
C10 -1.76 -3.13 -1.89  -0.626
C11 -0.63 -2.32 -1.19  -0.528
H1 1.12 0.82 -2.36  0.242
H2 2.36 -0.18 -1.74  0.252
H3 1.23 -0.73 0.17  0.389
H4 0.94 1.29 1.43  0.354
H5 1.06 2.31 0.02  0.293
H6 3.41 1.50 -0.36  0.237
H7 3.34 0.46 1.05  0.282
H8 2.98 3.47 1.07  0.265
H9 2.98 2.45 2.53  0.266
H10 5.35 2.66 0.52  0.343
H11 5.27 3.54 1.98  0.334
H12 5.50 0.72 1.64  0.279
H13 5.03 1.23 3.06  0.246
H14 -3.09 -0.34 -1.65  0.336
H15 -3.27 -3.07 -0.33  0.341
H16 -3.95 -2.62 -1.82  0.434
H17 -1.74 -2.86 -2.94  0.351
H18 -1.70 -4.19 -1.67  0.350
H19 -0.32 -2.83 -0.27  0.274
H20 0.16 -2.11 -1.91  0.328
H21 -4.90 0.20 1.07  0.369
N1 1.35 0.00 -1.76  -0.583
N2 5.50 1.54 2.24  -0.621
N3 -1.23 -1.03 -0.82  0.223
O1 -1.17 1.22 -0.22  -0.665
O2 -2.99 -0.91 1.54  -0.582
O3 -4.51 0.02 0.20  -0.462

As for the highest occupied orbital energy: -9.18 eV. The calculation puts the gap between HOMO and LUMO at 9.94 eV. The calculation puts the total energy at -821.75312 Eh. As for the maximum force: 0.0375 hartree/bohr. The energy relative to the best compared isomer or geometry (same formula, charge and spin) is 1.033 eV. Its lowest unoccupied orbital energy is 0.76 eV. As for the SMILES: NCCCC[C@H](N)C(=O)N1CCC[C@H]1C(=O)O. Its molar mass is 243.31 g/mol.


(4)
This record from OMol25 describes one molecule with the formula C10H13BrS in a non-equilibrium geometry. The level of theory is the ωB97M-V functional and the def2-TZVPD basis.

Last column: Mulliken charge in e.
Atoms and positions in Å:
C1 0.43 -1.48 -0.07  -0.332
C2 0.78 -2.11 -1.20  -0.481
C3 -0.17 -0.14 -0.07  0.609
C4 -0.68 0.05 -1.24  0.457
C5 0.50 -1.63 -2.62  -0.924
C6 -0.77 -0.79 -2.44  -0.579
C7 1.47 0.99 1.57  -1.998
C8 -0.84 0.40 2.20  -1.431
C9 -0.67 2.24 0.56  -2.147
C10 0.03 0.87 0.96  1.978
S1 -1.14 0.98 -2.61  -0.162
Br1 -2.50 -1.89 -2.61  -0.172
H1 0.66 -1.97 0.99  0.129
H2 1.29 -3.13 -1.34  0.287
H3 1.25 -0.89 -2.89  0.291
H4 0.32 -2.39 -3.24  0.534
H5 1.61 1.86 2.04  0.569
H6 1.63 0.18 2.18  0.447
H7 2.12 0.92 0.73  0.419
H8 -1.13 1.08 3.02  0.334
H9 -0.19 -0.46 2.63  0.304
H10 -1.71 -0.17 1.99  0.381
H11 -0.72 2.83 1.36  0.612
H12 -1.64 1.96 0.24  0.503
H13 0.06 2.69 -0.11  0.371

As for the highest occupied orbital energy: -8.26 eV. The calculation puts the gap between HOMO and LUMO at 8.60 eV. The calculation puts the total energy at -3360.89355 Eh. As for the maximum force: 0.1155 hartree/bohr. The energy relative to the best compared isomer or geometry (same formula, charge and spin) is 1.979 eV. Its lowest unoccupied orbital energy is 0.34 eV. As for the SMILES: CC(C)(C)C1=C2S[C@@]2(Br)CC=C1. Its molar mass is 245.18 g/mol.